[1]
Here is a cluster of 2 separate species, C3H13N2O in total from the Open Molecules 2025 dataset. Energies are from ωB97M-V with the def2-TZVPD basis set.

XYZ file:
```
19
Properties=species:S:1:pos:R:3:forces:R:3
C 0.832 0.131 -1.465 -1.14 0.37 -1.30
N 1.659 -1.012 -1.126 0.41 -0.03 -0.31
C -0.453 0.232 -0.646 -1.57 0.04 -0.92
N -0.120 0.589 0.790 -0.27 1.24 -1.08
C -0.631 1.887 1.315 -0.81 1.63 -0.77
H 1.426 1.078 -1.508 -0.30 -0.44 0.82
H 0.449 0.161 -2.510 0.24 -0.64 0.35
H 2.026 -1.444 -1.965 0.27 0.15 0.10
H 1.244 -1.763 -0.595 -0.44 0.32 0.05
H -1.212 0.888 -1.102 0.85 0.81 0.43
H -1.099 -0.653 -0.675 0.96 -0.39 0.36
H 0.877 0.742 0.546 -0.07 -0.80 2.00
H -0.454 -0.165 1.416 1.23 -0.06 -0.48
H -0.171 2.180 2.256 -0.28 -0.67 0.26
H -0.390 2.739 0.670 0.53 -0.54 -0.44
H -1.732 1.969 1.287 0.46 -0.76 0.58
H -0.490 -2.826 0.433 0.00 -0.29 -0.20
H -0.880 -2.570 1.878 -0.12 -0.10 -0.07
O -0.881 -2.163 1.002 0.06 0.18 0.61
```
Positions in Å, forces in eV/Å.

Computed properties:
Charge: +1
Orbital gap in hartree: 0.3821
E_HOMO in eV: -13.438


[2]
Here is a cluster of 2 separate species, C5H10N in total from the Open Molecules 2025 dataset. Energies are from ωB97M-V with the def2-TZVPD basis set.

XYZ file:
```
16
Properties=species:S:1:pos:R:3:forces:R:3
C 1.260 -1.607 0.752 0.31 -0.56 0.50
C 0.866 -0.101 -1.334 -0.12 0.26 -0.83
C 0.504 0.648 -0.121 0.25 -0.31 -0.50
C 0.501 1.930 0.553 -0.08 0.41 0.45
C -2.551 -0.645 -0.082 0.31 0.29 0.04
N 0.950 -0.588 0.032 -0.30 0.19 0.04
H 1.177 -1.564 1.823 -0.07 0.18 0.23
H 1.614 -2.504 0.276 0.01 -0.10 -0.22
H 0.099 -0.522 -1.975 -0.15 -0.07 0.17
H 1.806 0.083 -1.847 0.13 0.05 0.19
H -0.265 2.586 0.142 -0.07 -0.07 0.00
H 1.462 2.438 0.388 -0.02 -0.15 -0.04
H 0.357 1.813 1.625 -0.06 0.04 0.01
H -2.223 -1.602 0.271 0.04 -0.28 0.07
H -2.738 -0.486 -1.125 -0.08 -0.01 -0.26
H -2.817 0.119 0.622 -0.11 0.12 0.16
```
Positions in Å, forces in eV/Å.

Computed properties:
Charge: +1
Orbital gap (spin up / spin down) in hartree: 0.3422 / 0.2359
E_HOMO (spin up / spin down) in eV: -13.606 / -12.597


| no. | DFT total energy (eV) |
| --- | --- |
| 1 | -8342.270 |
| 2 | -6824.853 |